1.
50
Properties=species:S:1:pos:R:3:forces:R:3:nbo_charge:R:1 method="wB97M-V/def2-TZVPD" total_charge=0 lumo_ev=-0.7761 spin_multiplicity=1
C -6.71186 -3.60262 -0.52356 0.003 0.587 0.138 -0.7430
H -6.14030 -3.57986 -1.44653 0.052 -0.109 -0.044 0.2230
H -6.11642 -3.97974 0.30256 0.053 -0.118 -0.013 0.2223
H -7.59567 -4.21973 -0.65234 -0.036 -0.034 -0.008 0.2388
S -7.33052 -1.94027 -0.13528 -0.087 -0.193 -0.047 0.2821
C -5.88007 -0.97058 0.04713 0.003 -0.183 -0.031 -0.1371
C -4.58336 -1.46034 -0.07359 -0.253 -0.012 -0.007 -0.2824
C -3.50210 -0.62206 0.09259 0.055 0.099 0.010 -0.0804
C -3.67283 0.73852 0.37922 -0.412 -0.540 -0.050 -0.1809
C -4.99409 1.21371 0.50920 0.219 -0.047 -0.022 -0.1203
C -6.07209 0.38252 0.34390 -0.101 -0.144 -0.036 -0.2512
H -7.07953 0.75816 0.44102 -0.090 0.111 0.025 0.2215
H -5.16106 2.25702 0.73401 0.006 0.114 0.036 0.2155
C -2.62781 1.70209 0.55265 0.634 0.279 -0.058 0.0081
C -1.27485 1.75264 0.37504 -0.609 0.508 0.208 -0.2829
C -0.36673 0.68988 -0.02601 0.217 -0.696 -0.070 0.4341
N -0.62729 -0.54634 -0.02110 -0.128 -0.323 0.056 -0.6674
H 0.13798 -1.13482 -0.33812 0.180 0.245 -0.047 0.3729
N 0.91847 1.14548 -0.40934 -0.008 0.624 -0.006 -0.2839
C 1.29467 2.44949 -0.27065 -0.252 0.157 0.210 0.3049
N 0.58608 3.38776 0.21043 0.615 0.705 -0.100 -0.5599
C -0.71077 3.12785 0.61560 -0.259 -0.034 0.106 0.6547
O -1.36437 4.00713 1.12981 -0.010 0.015 0.025 -0.5622
S 2.95090 2.62085 -0.81702 -0.139 -0.531 -0.114 0.3621
C 2.94500 0.87270 -1.15652 -0.279 1.026 0.231 0.1084
N 1.84549 0.29601 -0.88277 0.297 -0.974 -0.254 -0.2499
C 4.13001 0.18444 -1.71360 0.129 -0.451 -0.273 -0.5597
C 4.16746 -1.30060 -1.31524 -0.014 0.414 -0.153 0.7021
O 4.11006 -2.16312 -2.16681 0.005 -0.090 -0.385 -0.6170
N 4.25393 -1.57442 -0.00081 -0.021 -0.254 0.341 -0.4394
C 4.44114 -0.63970 1.08397 0.305 0.296 0.122 -0.2097
H 4.36700 0.38841 0.73476 -0.058 -0.052 0.039 0.2074
C 5.80269 -0.87068 1.74550 -0.252 -0.048 0.172 -0.4057
C 5.90983 -2.31282 2.23288 0.223 0.035 -0.230 -0.3989
C 5.65574 -3.26773 1.06958 -0.238 0.050 0.196 -0.4057
C 4.30369 -2.95987 0.43029 0.156 -0.419 -0.243 -0.2248
H 4.13375 -3.58503 -0.44699 -0.057 0.071 0.170 0.2509
H 3.49925 -3.12827 1.15493 -0.008 -0.007 -0.017 0.1874
H 5.66637 -4.30194 1.41450 0.030 -0.054 -0.038 0.2151
H 6.43935 -3.15064 0.31871 0.030 -0.049 -0.058 0.2042
H 6.89795 -2.49130 2.65930 -0.026 -0.014 0.088 0.2140
H 5.16877 -2.48719 3.01648 -0.014 -0.017 0.083 0.1963
H 5.92258 -0.17503 2.57697 0.033 0.060 -0.003 0.2147
H 6.59171 -0.67233 1.01697 0.040 0.069 -0.030 0.1990
H 3.64568 -0.80601 1.82155 -0.002 0.104 -0.048 0.1970
H 5.04508 0.69898 -1.41621 -0.001 -0.009 0.028 0.2407
H 4.07422 0.20115 -2.80624 0.073 -0.013 0.139 0.2730
H -3.01118 2.67177 0.86831 0.118 -0.059 -0.050 0.2402
H -2.50037 -1.01137 0.01220 -0.116 -0.001 0.031 0.2585
H -4.40342 -2.50092 -0.29142 -0.006 -0.093 -0.018 0.2137

2.
89
Properties=species:S:1:pos:R:3:forces:R:3:lowdin_charge:R:1 method="wB97M-V/def2-TZVPD" total_charge=0 lumo_ev=-1.0875 smiles="NCCCCC1=C(P(=O)(O)O)C(=O)C(F)=C(N)C1=O.ClCCCl.ClCCCl.ClCCCl.ClCCCl.ClCCCl.ClCCCl.ClCCCl" spin_multiplicity=1
N -1.64291 1.59684 -5.13199 0.512 1.292 -0.270 -0.0291
C -1.17048 2.95840 -4.67713 -0.264 -0.122 1.122 -0.2718
C -0.93474 2.93707 -3.06633 1.706 -0.368 -0.543 -0.1659
C 0.60869 2.47727 -2.83826 -0.663 -0.671 -0.591 -0.2400
C 0.85053 1.70524 -1.45822 1.160 0.687 -0.341 -0.1430
C 0.51098 2.54288 -0.15316 -1.736 -1.182 2.270 -0.0650
C -0.15911 1.94803 0.96591 1.662 1.506 -1.949 -0.0929
P -0.76076 0.16264 1.01134 -3.210 -1.839 3.962 0.6572
O -1.70992 -0.00171 2.22627 2.370 0.679 -3.220 -0.3754
O -1.74287 -0.15672 -0.36665 2.355 1.697 1.322 -0.2226
O 0.49137 -0.96258 1.23097 -2.261 1.517 -1.542 -0.2140
C -0.44767 2.81692 2.29762 0.022 -0.373 2.378 -0.2352
O -0.36588 2.34904 3.45387 -0.369 1.612 -4.271 0.0809
C -0.80335 4.35322 2.02238 1.373 -1.099 -1.581 -0.0898
F -1.71791 4.97317 2.89949 2.066 -1.038 -1.975 0.0243
C -0.16440 4.96305 0.92125 -2.144 -0.105 1.915 -0.1148
N -0.48541 6.37339 0.63165 -0.064 -2.317 -0.468 0.0641
C 0.88203 4.09910 0.05051 1.319 0.848 -0.452 -0.1979
O 1.92567 4.61583 -0.39484 -3.551 -1.737 1.196 0.0886
H -2.64857 1.48333 -4.94939 0.655 0.111 -0.333 0.0650
H -1.44951 1.56688 -6.14872 -0.577 -0.235 0.859 0.0569
H -1.91754 3.79081 -4.92742 1.159 -1.012 0.148 0.1076
H -0.15624 3.11493 -5.17993 -1.531 0.148 0.652 0.0718
H -1.57185 2.12659 -2.56840 0.494 1.367 -0.741 0.1011
H -1.05908 3.97125 -2.59870 -0.243 -1.427 -0.572 0.1037
H 1.34501 3.33295 -3.03899 -1.122 -1.113 0.626 0.0992
H 0.80909 1.70688 -3.67444 -0.252 1.085 1.472 0.0726
H 1.97327 1.43287 -1.42159 -1.645 0.481 0.103 0.1398
H 0.30241 0.70037 -1.52784 0.543 1.593 0.533 0.1095
H -2.06813 0.75013 -0.61737 0.079 -1.048 0.135 0.0137
H 0.02702 -1.83006 1.40789 0.469 0.909 -0.074 -0.0192
H -1.37333 6.61276 1.11868 1.176 -0.377 -0.360 -0.0369
H -0.72632 6.43062 -0.37181 0.467 0.174 0.581 0.0898
Cl -3.92773 2.56122 0.26048 0.148 0.143 -0.123 0.5751
C -5.33596 1.63620 0.83672 -0.231 -0.273 0.216 -0.6363
C -5.50771 0.33088 0.08714 0.107 -0.084 0.237 -0.6540
Cl -5.98746 0.58818 -1.61047 0.027 0.029 -0.063 0.5308
H -6.21856 2.27137 0.74643 0.160 -0.035 -0.130 0.0693
H -5.16909 1.43403 1.89641 0.096 -0.064 -0.131 0.0801
H -6.29738 -0.26175 0.55217 0.036 0.131 -0.008 0.0744
H -4.58930 -0.25917 0.09332 -0.055 0.150 -0.015 0.0595
Cl 2.58773 2.50451 -5.52501 0.131 0.017 -0.172 0.6015
C 2.69315 1.35099 -6.87774 0.079 -0.169 -0.178 -0.6408
C 2.61870 2.04057 -8.22464 0.201 -0.116 0.008 -0.6616
Cl 1.00522 2.72991 -8.53776 -0.030 0.036 0.042 0.5334
H 1.89590 0.61532 -6.75889 0.023 0.169 -0.004 0.0732
H 3.64983 0.83456 -6.77896 -0.055 0.101 -0.055 0.0741
H 2.81439 1.32014 -9.02086 -0.053 0.002 0.116 0.0723
H 3.35135 2.84524 -8.30487 -0.153 -0.051 0.090 0.0689
Cl 1.22812 -4.34713 2.26794 -0.028 0.156 0.004 0.5733
C -0.23753 -4.91347 3.10905 -0.517 -0.116 0.015 -0.7080
C -1.45385 -4.88901 2.20701 0.105 -0.222 -0.089 -0.6259
Cl -1.94996 -3.22674 1.80237 -0.009 0.057 0.023 0.6296
H -0.38086 -4.29463 3.99444 0.026 0.025 -0.222 0.0471
H -0.04077 -5.93464 3.43704 -0.051 0.076 -0.171 -0.0066
H -2.29997 -5.35863 2.71165 0.114 0.075 0.049 0.0769
H -1.27393 -5.42525 1.27352 0.042 0.107 0.106 0.0731
Cl -3.72372 8.69011 -1.56326 0.016 -0.054 0.017 0.5364
C -4.16025 9.71426 -0.17292 -0.068 0.155 0.146 -0.6641
C -3.01608 9.86357 0.80896 -0.034 0.243 -0.154 -0.6338
Cl -2.65518 8.33839 1.65653 -0.368 0.317 0.230 0.6257
H -5.04293 9.28325 0.30199 0.170 -0.039 -0.045 0.0699
H -4.43270 10.69241 -0.57374 0.109 -0.062 0.048 0.0726
H -3.27763 10.59578 1.57485 -0.051 -0.108 -0.054 0.0742
H -2.10323 10.19916 0.31413 -0.113 -0.142 0.015 0.0743
Cl 4.64390 -4.79714 -2.99418 0.013 0.023 -0.046 0.5304
C 4.43428 -4.35704 -1.28072 -0.029 0.012 0.256 -0.6644
C 2.98736 -4.06799 -0.93605 0.080 -0.120 0.127 -0.6766
Cl 2.39793 -2.57308 -1.70626 -0.014 -0.009 -0.038 0.5383
H 5.07574 -3.49997 -1.06988 -0.139 -0.049 -0.107 0.0691
H 4.79207 -5.20331 -0.69107 -0.114 0.044 -0.048 0.0714
H 2.88379 -3.92959 0.14175 0.099 0.009 -0.142 0.0172
H 2.33105 -4.88535 -1.23926 0.108 0.121 -0.037 0.0714
Cl 4.62895 -6.03705 5.84638 0.005 -0.066 -0.017 0.5392
C 3.71416 -4.50952 5.91528 -0.121 0.247 -0.006 -0.6482
C 2.39048 -4.66721 6.63530 0.099 0.168 0.172 -0.6235
Cl 1.24158 -5.66858 5.71248 0.147 0.029 0.572 0.5927
H 3.57500 -4.15098 4.89396 -0.052 -0.155 0.091 0.0633
H 4.33999 -3.78998 6.44653 -0.090 -0.096 0.025 0.0740
H 1.92220 -3.69028 6.76860 0.092 -0.049 -0.085 0.0779
H 2.51970 -5.12035 7.61958 0.021 -0.022 -0.173 0.0699
Cl 2.21652 -7.38178 3.17368 0.174 -0.251 -0.306 0.5304
C 2.83179 -8.90754 3.85321 0.078 -0.179 0.082 -0.6510
C 2.05423 -10.10993 3.35742 0.225 -0.032 -0.061 -0.6624
Cl 0.39013 -10.14336 3.99421 -0.031 0.040 -0.021 0.5350
H 2.80141 -8.83021 4.94154 -0.100 0.044 -0.128 0.0648
H 3.87645 -8.99110 3.54733 -0.113 -0.020 -0.035 0.0744
H 2.53914 -11.02852 3.69271 -0.020 0.116 0.039 0.0718
H 1.99940 -10.13117 2.26778 -0.050 0.092 0.147 0.0680

Let's list HOMO in order: -0.295; -0.330 Ha.